{"formula": "C65H52BrIN9O5S3Ti", "method": "the ωB97M-V functional and the def2-TZVPD basis", "homo_lumo_gap_ha": 0.140, "spin_multiplicity": 1, "e_above_lowest_kcal_mol": 70.5, "charge": -1, "symbols": ["Ti", "C", "C", "N", "C", "C", "C", "O", "C", "C", "N", "C", "C", "C", "C", "C", "C", "I", "C", "O", "H", "H", "H", "H", "H", "H", "H", "H", "H", "H", "H", "H", "N", "S", "N", "S", "N", "S", "N", "C", "C", "C", "C", "C", "C", "C", "C", "C", "C", "C", "C", "C", "C", "C", "C", "C", "C", "C", "C", "C", "C", "C", "C", "C", "C", "C", "C", "C", "C", "C", "C", "C", "C", "C", "C", "H", "H", "H", "H", "H", "H", "H", "H", "H", "H", "H", "H", "H", "H", "H", "H", "H", "H", "H", "H", "H", "H", "H", "H", "H", "H", "H", "H", "H", "H", "O", "C", "C", "C", "C", "C", "C", "C", "N", "C", "C", "N", "H", "H", "H", "H", "H", "H", "H", "Br", "C", "C", "N", "C", "C", "C", "C", "O", "O", "H", "H", "H"], "positions_angstrom": [[0.182, -0.017, 0.284], [-3.752, 3.470, 1.304], [-1.116, 3.774, 0.999], [-0.806, 5.192, 0.624], [0.312, 5.505, -0.159], [1.236, 4.572, -0.484], [2.463, 5.070, -1.218], [3.486, 5.510, -0.344], [1.071, 3.186, -0.146], [2.069, 2.259, -0.285], [2.052, 0.946, 0.016], [3.049, 0.186, -0.571], [3.407, 0.371, -1.922], [4.336, -0.428, -2.556], [4.988, -1.432, -1.860], [4.701, -1.608, -0.517], [3.760, -0.814, 0.102], [3.478, -1.156, 2.162], [-0.386, 2.762, 0.070], [-0.496, 1.527, 0.641], [-4.673, 3.728, 0.786], [-3.806, 3.870, 2.321], [-3.676, 2.386, 1.360], [0.381, 6.537, -0.468], [2.199, 5.946, -1.816], [2.847, 4.295, -1.892], [3.661, 4.795, 0.278], [3.046, 2.627, -0.628], [2.884, 1.130, -2.487], [4.542, -0.271, -3.606], [5.714, -2.067, -2.343], [5.222, -2.362, 0.053], [-0.959, 2.748, -1.247], [-2.318, 3.451, -1.565], [-2.180, 3.254, -3.313], [-2.354, 1.944, -4.076], [-2.034, 0.524, -3.456], [-0.552, 0.027, -3.027], [-0.132, -0.077, -1.622], [0.599, 0.968, -4.067], [0.921, 2.259, -3.680], [1.808, 2.994, -4.450], [2.409, 2.421, -5.568], [2.096, 1.124, -5.931], [1.179, 0.395, -5.193], [-0.502, -1.623, -3.789], [0.650, -2.369, -3.591], [0.738, -3.642, -4.129], [-0.313, -4.155, -4.875], [-1.462, -3.406, -5.070], [-1.559, -2.139, -4.517], [-4.034, 1.782, -4.638], [-4.692, 2.954, -5.026], [-5.965, 2.891, -5.540], [-6.600, 1.658, -5.690], [-5.934, 0.494, -5.325], [-4.661, 0.548, -4.801], [-1.506, 2.177, -5.610], [-1.444, 1.167, -6.578], [-0.826, 1.424, -7.780], [-0.276, 2.677, -8.045], [-0.368, 3.685, -7.087], [-0.980, 3.446, -5.882], [-3.716, 2.270, -1.484], [-4.944, 2.739, -1.920], [-6.029, 1.883, -1.984], [-5.875, 0.556, -1.616], [-4.646, 0.098, -1.167], [-3.559, 0.955, -1.088], [-2.566, 4.008, 0.564], [-0.987, 3.509, 2.445], [-1.225, 4.492, 3.364], [-1.471, 5.799, 2.970], [-1.470, 6.119, 1.568], [-2.258, 5.452, 0.440], [0.440, 2.672, -2.800], [2.030, 4.017, -4.182], [3.112, 2.992, -6.156], [2.555, 0.675, -6.799], [0.916, -0.605, -5.497], [1.453, -1.954, -3.000], [1.621, -4.235, -3.949], [-0.243, -5.149, -5.295], [-2.284, -3.811, -5.644], [-2.449, -1.543, -4.630], [-4.175, 3.892, -4.888], [-6.479, 3.794, -5.835], [-7.608, 1.612, -6.072], [-6.424, -0.460, -5.452], [-4.148, -0.341, -4.470], [-1.871, 0.197, -6.368], [-0.756, 0.642, -8.523], [0.222, 2.867, -8.985], [0.062, 4.656, -7.284], [-1.059, 4.194, -5.109], [-5.034, 3.773, -2.224], [-6.987, 2.244, -2.332], [-6.712, -0.128, -1.680], [-4.536, -0.935, -0.875], [-2.592, 0.610, -0.735], [-0.858, 2.479, 2.717], [-1.184, 4.263, 4.421], [-1.630, 6.595, 3.677], [-1.263, 7.156, 1.317], [-2.631, 6.077, -0.362], [-1.359, -1.052, 0.630], [-2.144, -1.361, 1.606], [-3.280, -2.166, 1.356], [-4.158, -2.520, 2.350], [-3.950, -2.086, 3.655], [-2.847, -1.313, 3.942], [-1.931, -0.942, 2.953], [-0.778, -0.140, 3.289], [0.288, 0.103, 2.537], [1.084, 0.950, 3.252], [0.522, 1.205, 4.464], [-0.656, 0.510, 4.482], [-3.423, -2.508, 0.341], [-5.009, -3.144, 2.118], [-4.642, -2.360, 4.437], [-2.680, -1.009, 4.968], [1.997, 1.340, 2.846], [0.844, 1.811, 5.286], [-1.344, 0.524, 5.215], [-2.546, -6.781, 0.355], [-1.487, -5.370, 1.063], [-1.606, -5.042, 2.404], [-0.879, -4.071, 2.953], [-0.066, -3.384, 2.176], [0.096, -3.625, 0.811], [-0.630, -4.678, 0.238], [0.989, -2.797, -0.068], [1.526, -3.304, -1.047], [1.154, -1.585, 0.318], [-2.286, -5.565, 3.061], [0.506, -2.604, 2.670], [-0.501, -4.902, -0.811]], "forces_ev_per_angstrom": [[0.2589, 0.1227, 0.1701], [0.3735, 0.2890, 0.2280], [-1.0297, -1.0202, 0.9730], [1.2978, -0.1606, -0.5956], [0.8733, -0.4178, -0.6310], [-0.2284, 1.1593, 0.0146], [-0.3385, -0.0466, -0.0844], [0.4140, -0.0081, 0.2090], [0.0859, -1.4242, 0.0646], [-0.0374, 1.7550, 0.0607], [-0.6232, -0.9412, 0.4552], [0.7625, -0.1548, -0.5103], [-0.3278, 0.0241, 0.2863], [0.1474, -0.0455, -0.1041], [0.0226, -0.0183, -0.0133], [0.1229, -0.0637, -0.1797], [-0.0412, 0.0090, 0.6146], [0.5559, -0.0023, -0.1038], [-0.2697, 2.0924, -0.7128], [-0.6704, 1.3079, 0.3415], [-0.1930, -0.0196, -0.0885], [-0.0124, -0.0294, 0.1136], [-0.1190, -0.1227, 0.0626], [0.0824, 0.1036, -0.0092], [0.0021, -0.0821, 0.0074], [-0.0798, 0.0403, -0.0289], [-0.0232, 0.0493, 0.0567], [-0.1894, 0.0043, 0.0425], [-0.0333, 0.0414, 0.0022], [0.0163, 0.0401, -0.0674], [0.0721, -0.0552, -0.0680], [-0.0079, -0.0644, 0.0465], [0.9050, -0.3889, -0.4402], [-2.1697, 1.8077, 3.8483], [0.4296, -2.0027, -3.2878], [0.5199, 1.7511, 1.3670], [0.2300, -0.1727, -0.6850], [0.6070, -0.3338, 0.5471], [-0.4564, 0.0894, -1.9819], [0.2780, -0.4289, 0.1089], [-0.0133, 0.0213, 0.1911], [0.2104, -0.2663, -0.1635], [-0.0701, 0.2155, 0.3417], [-0.0175, -0.0941, -0.0072], [-0.0195, -0.0131, 0.2420], [-0.0855, 0.2545, -0.0260], [0.0367, 0.2750, 0.1711], [-0.0668, 0.0421, -0.0488], [0.0438, -0.0262, 0.0135], [-0.0286, -0.0264, 0.0217], [-0.1532, 0.2431, -0.0147], [-0.6936, -0.7221, -0.6774], [0.8073, -0.2404, 0.2878], [-0.4137, -0.2645, -0.1755], [0.4105, 0.0068, 0.2039], [-0.6027, 0.1430, -0.2433], [0.7321, 0.4333, 0.3463], [0.0236, 0.1541, -1.5856], [-0.3212, 0.4880, 0.6728], [0.2148, 0.2250, -0.5129], [-0.2727, 0.0063, 0.4078], [0.2376, -0.2150, -0.7591], [-0.5505, -0.7343, 0.5881], [0.2271, 0.5453, 0.1682], [-0.0980, -0.0470, 0.1476], [-0.0997, 0.0927, 0.0884], [-0.0894, -0.1065, -0.0136], [0.0077, -0.0548, 0.0642], [0.1024, 0.0356, 0.1979], [0.0504, -0.9639, -1.5707], [0.6895, -0.5591, 0.3850], [0.0839, -0.0312, -0.5401], [-0.2109, 0.4149, 0.6204], [-1.2559, 0.2350, 0.3400], [-0.6474, 0.7266, 0.2568], [-0.1243, 0.1332, 0.2772], [0.0308, 0.0649, 0.0798], [0.0628, 0.0575, -0.0573], [0.0305, -0.0353, -0.0849], [0.0262, -0.0861, -0.0596], [0.1257, -0.0687, 0.0920], [0.1019, -0.0134, 0.0421], [0.0222, -0.0612, -0.0176], [-0.0534, 0.0007, 0.0071], [-0.1272, 0.0340, -0.0730], [-0.0137, 0.1562, 0.0100], [0.0116, 0.0883, 0.0357], [-0.0799, -0.0212, -0.0939], [-0.0242, -0.0898, 0.0610], [-0.0073, -0.1146, 0.0159], [-0.0105, -0.1253, 0.0162], [-0.0053, -0.0654, -0.0476], [0.0155, -0.0067, -0.0855], [0.0268, 0.0970, -0.0265], [0.0160, 0.1193, 0.0853], [-0.0294, 0.1306, -0.0353], [-0.0911, 0.0331, -0.0340], [-0.0463, -0.0083, 0.0079], [0.0364, -0.0916, 0.0529], [-0.1191, 0.0397, -0.0451], [0.1342, -0.0201, 0.1062], [-0.0003, -0.0890, 0.1401], [0.1374, 0.1827, 0.0610], [0.1759, -0.0438, -0.1740], [0.2326, 0.1709, -0.4272], [-0.2960, -0.1964, -0.2392], [-1.0852, -0.2793, 1.2915], [0.4198, 0.1744, -0.1926], [0.0102, 0.0295, 0.1143], [-0.1522, -0.0730, 0.1219], [0.1405, 0.0309, -0.2019], [-0.4490, -0.3033, -0.6468], [0.2337, 0.3219, 0.3372], [-0.5142, -0.3314, 0.3721], [0.2058, 0.2787, 0.5159], [0.3699, -0.0932, -0.2229], [-0.0526, -0.2885, -0.3348], [0.0076, -0.0401, -0.0961], [-0.0657, -0.0324, -0.0365], [-0.0188, -0.0157, 0.0687], [0.0011, -0.0235, 0.0329], [0.0219, 0.0612, -0.0638], [0.0286, 0.1483, 0.0675], [0.0474, 0.0274, -0.1314], [-0.0203, -0.0099, 0.0178], [-0.2515, -0.1709, 0.0065], [0.2786, 0.2014, 0.0226], [-0.3868, -0.5555, 0.2790], [0.5401, 0.2776, -0.3698], [-0.4866, -0.5899, -0.1002], [0.4556, 0.6573, 0.4035], [0.5398, -0.7660, -0.3472], [-0.3246, 0.1541, 0.4289], [1.0897, -1.7653, -0.0630], [-0.0879, -0.1029, -0.0468], [0.0199, 0.0679, -0.2100], [-0.0479, -0.0372, -0.0526]], "mulliken_charge": [-0.638, -1.931, 0.459, 0.711, -0.518, 0.738, -1.347, -0.598, -0.470, -0.678, 0.788, 0.137, 0.206, -0.508, -1.075, -0.253, -0.496, 0.097, -0.049, 0.825, 0.336, 0.517, 0.174, 0.425, 0.476, 0.352, 0.431, 0.623, 0.229, 0.401, 0.373, 0.436, 0.832, -0.401, -0.922, 1.695, 0.215, 0.557, 0.071, 0.899, 0.237, -0.615, -1.034, -1.221, 0.015, 0.297, -0.195, -0.705, -0.855, -0.835, -0.499, 0.415, -0.713, -0.884, -0.652, -0.847, -0.343, 0.736, -0.591, -0.895, -0.602, -0.804, -0.397, 0.293, -0.297, -0.919, -0.988, -0.598, 0.800, 1.930, -0.553, -0.489, -1.659, -0.023, -1.178, -0.061, 0.409, 0.383, 0.410, 0.643, 0.393, 0.456, 0.382, 0.448, 0.298, 0.505, 0.445, 0.397, 0.489, 0.224, 0.459, 0.443, 0.420, 0.438, 0.444, 0.516, 0.445, 0.392, 0.377, 0.179, -0.040, 0.375, 0.289, 0.586, 0.178, 0.571, 0.362, -0.521, -1.182, -1.042, -0.576, -0.596, 0.452, 1.087, -0.440, -1.463, 0.231, 0.851, 0.434, 0.408, 0.395, 0.430, 0.444, 0.229, -0.218, 0.020, -0.424, -0.616, -0.069, 0.590, -0.865, -0.586, -0.693, 0.308, 0.380, 0.730, 0.594]}